Record 1
Molecular formula: C26H27N3O7S2
Method: DFT, ωB97M-V/def2-TZVPD

Geometry (Å):
C (4.7591, 2.5565, 1.7349)
N (3.4167, 2.6668, 1.2217)
S (3.2655, 2.3026, -0.4030)
O (1.9015, 2.5624, -0.7693)
O (4.3095, 2.9899, -1.0984)
C (3.5401, 0.5324, -0.4948)
C (2.4340, -0.2760, -0.3657)
C (2.5841, -1.6613, -0.3706)
C (3.8597, -2.2107, -0.4664)
C (4.9602, -1.3771, -0.5850)
C (4.8113, 0.0019, -0.6077)
H (5.6532, 0.6643, -0.7257)
H (5.9449, -1.8107, -0.6663)
H (3.9775, -3.2816, -0.4431)
N (1.4214, -2.4228, -0.2668)
C (1.2821, -3.6859, 0.2157)
O (2.1702, -4.4857, 0.3664)
C (-0.1813, -4.0224, 0.5475)
H (-0.6405, -4.5561, -0.2867)
H (-0.1757, -4.6622, 1.4356)
O (-0.9836, -2.8693, 0.7608)
C (-0.6106, -2.0821, 1.7907)
O (0.3141, -2.3431, 2.5170)
C (-1.4193, -0.8429, 1.8763)
C (-0.9140, 0.2136, 2.6334)
C (-1.6178, 1.3997, 2.7360)
C (-2.8325, 1.5345, 2.0814)
C (-3.3281, 0.4815, 1.3337)
C (-2.6413, -0.7086, 1.2216)
H (-3.0598, -1.5273, 0.6605)
S (-4.9167, 0.6819, 0.5012)
O (-5.5011, 1.8997, 0.9744)
O (-5.6351, -0.5483, 0.6455)
N (-4.6153, 0.8779, -1.1134)
C (-3.9782, 2.1010, -1.5349)
H (-4.2584, 2.2754, -2.5789)
H (-4.3936, 2.9005, -0.9211)
C (-2.4542, 2.0347, -1.4050)
C (-1.9006, 0.7154, -1.8735)
C (-0.5373, 0.5982, -2.1278)
C (-0.0010, -0.6021, -2.5576)
C (-0.8182, -1.7123, -2.7108)
C (-2.1712, -1.6053, -2.4528)
C (-2.7228, -0.3958, -2.0454)
C (-4.2131, -0.2893, -1.8551)
H (-4.6953, -0.2503, -2.8423)
H (-4.6155, -1.1548, -1.3259)
H (-2.8184, -2.4609, -2.5802)
H (-0.4010, -2.6521, -3.0414)
H (1.0539, -0.6692, -2.7800)
H (0.1038, 1.4578, -1.9897)
H (-1.9994, 2.8439, -1.9796)
H (-2.1625, 2.1816, -0.3606)
H (-3.4201, 2.4372, 2.1476)
H (-1.2260, 2.2133, 3.3264)
H (0.0302, 0.0794, 3.1392)
H (0.5701, -1.8903, -0.4070)
H (1.4604, 0.1805, -0.2802)
C (2.3848, 2.1092, 2.0585)
H (2.5550, 1.0462, 2.2763)
H (2.3474, 2.6624, 2.9972)
H (1.4407, 2.2279, 1.5322)
H (4.8471, 3.1526, 2.6434)
H (5.4279, 2.9562, 0.9772)
H (5.0331, 1.5178, 1.9605)

Properties
ΔE to the lowest compared entry with this formula, charge and spin, kcal/mol: 13.8
SMILES: CN(C)S(=O)(=O)c1cccc(NC(=O)COC(=O)c2cccc(S(=O)(=O)N3CCc4ccccc4C3)c2)c1
Orbital gap, eV: 8.90
Electronic energy, Ha: -2494.32921
Highest occupied orbital energy, hartree: -0.337


Record 2
Molecular formula: C34H45BrCl63NO3S2
Method: DFT, ωB97M-V/def2-TZVPD

Geometry (Å):
C (-0.0077, -3.9191, -5.8987)
C (0.8146, -5.1889, -5.7590)
C (1.9527, -5.0449, -4.7621)
C (1.4265, -5.2502, -3.3495)
N (2.3143, -4.7057, -2.3207)
C (2.0988, -5.3053, -0.9855)
C (1.0635, -4.6293, -0.1289)
C (-0.3340, -4.5851, -0.7271)
C (-1.3164, -3.9318, 0.2347)
O (-2.0259, -2.8580, -0.4182)
C (-1.4285, -1.6673, -0.3384)
O (-0.3891, -1.3970, 0.2264)
O (-2.2251, -0.7232, -0.9464)
Br (-1.5516, -0.2593, -2.5858)
C (2.4268, -3.3356, -2.2932)
S (1.4067, -2.2517, -2.9393)
S (3.9471, -2.7658, -1.5437)
C (3.4859, -1.8991, -0.0201)
C (4.0057, -0.4621, -0.0682)
C (2.9412, 0.4069, -0.7019)
H (-0.6178, -3.7518, -5.0233)
H (0.6194, -3.0549, -6.0644)
H (-0.6672, -4.0359, -6.7430)
H (0.1486, -5.9702, -5.4053)
H (1.2024, -5.4860, -6.7245)
H (2.3793, -4.0558, -4.8442)
H (2.7276, -5.7751, -4.9351)
H (0.4132, -4.8685, -3.3055)
H (1.3602, -6.3225, -3.1796)
H (3.0459, -5.2728, -0.4587)
H (1.8789, -6.3530, -1.1258)
H (1.0073, -5.1961, 0.7959)
H (1.3467, -3.6250, 0.1506)
H (-0.6569, -5.5926, -0.9503)
H (-0.3555, -3.9938, -1.6303)
H (-0.8477, -3.5986, 1.1458)
H (-2.0793, -4.6475, 0.4999)
H (2.4205, -1.8545, 0.1430)
H (3.9514, -2.4460, 0.7771)
H (4.9323, -0.4088, -0.6192)
H (4.1085, -0.1245, 0.9570)
H (2.8144, 0.1970, -1.7557)
H (3.1890, 1.4502, -0.5869)
H (1.9944, 0.2136, -0.2163)
C (-4.5479, -2.8140, -3.1764)
Cl (-5.5938, -1.4073, -2.9854)
Cl (-5.3777, -4.3248, -2.8131)
Cl (-3.9025, -2.8318, -4.8170)
H (-3.7158, -2.7091, -2.4917)
C (0.4213, 2.6171, 1.2335)
Cl (-0.6188, 3.6684, 2.2019)
Cl (0.4006, 3.1306, -0.4539)
Cl (2.0590, 2.5698, 1.8645)
H (0.0285, 1.6088, 1.2773)
C (-2.4069, -2.0816, 2.2416)
Cl (-2.9532, -1.0743, 3.5732)
Cl (-1.4097, -3.4088, 2.8421)
Cl (-3.7776, -2.6830, 1.3232)
H (-1.7983, -1.4710, 1.5872)
C (7.0254, -2.5932, 5.8501)
Cl (5.9991, -1.2076, 5.4696)
Cl (6.0489, -3.9783, 6.3450)
Cl (8.0767, -3.0211, 4.5004)
H (7.6571, -2.3166, 6.6817)
C (6.1315, 3.5719, 0.0424)
Cl (5.0412, 4.9193, 0.3673)
Cl (6.2155, 2.4871, 1.4324)
Cl (5.6387, 2.6913, -1.3972)
H (7.1208, 3.9721, -0.1294)
C (0.7045, 1.7935, 6.3038)
Cl (2.3793, 1.2368, 6.4404)
Cl (0.6879, 3.5421, 6.5687)
Cl (-0.0536, 1.3722, 4.7594)
H (0.1402, 1.3163, 7.0924)
C (-4.5644, 3.8810, 6.8607)
Cl (-2.9889, 3.1233, 7.1047)
Cl (-5.2123, 4.4799, 8.3865)
Cl (-4.4485, 5.1813, 5.6757)
H (-5.2430, 3.1383, 6.4760)
C (8.6062, 2.0910, -4.1606)
Cl (7.3370, 0.9346, -3.7568)
Cl (8.1786, 3.0155, -5.5985)
Cl (8.9734, 3.1712, -2.8119)
H (9.5037, 1.5310, -4.3782)
C (-4.9063, 6.9260, 11.7595)
Cl (-3.9363, 5.6861, 12.5490)
Cl (-3.9196, 7.8679, 10.6409)
Cl (-6.2665, 6.2099, 10.8995)
H (-5.2940, 7.5879, 12.5201)
C (3.4113, -9.3537, -4.4488)
Cl (3.0911, -8.1063, -3.2356)
Cl (3.2256, -8.7109, -6.0790)
Cl (5.0194, -10.0370, -4.2264)
H (2.6841, -10.1413, -4.3159)
C (-2.0443, -3.5903, -9.8047)
Cl (-0.2891, -3.7365, -9.8044)
Cl (-2.6946, -3.6607, -8.1672)
Cl (-2.5436, -2.0986, -10.6080)
H (-2.4493, -4.4228, -10.3613)
C (6.7870, 2.8759, 6.3621)
Cl (5.6436, 1.8695, 7.2494)
Cl (8.4485, 2.4953, 6.8161)
Cl (6.5484, 2.6990, 4.6258)
H (6.5953, 3.9069, 6.6216)
C (-2.6012, 10.0749, 7.6144)
Cl (-3.7320, 11.2255, 6.9132)
Cl (-2.8311, 8.4675, 6.9314)
Cl (-0.9345, 10.6164, 7.3874)
H (-2.7926, 10.0221, 8.6773)
C (9.3450, -9.1528, -4.3576)
Cl (8.5467, -7.5855, -4.2574)
Cl (8.2568, -10.4410, -3.8397)
Cl (9.9404, -9.4535, -5.9891)
H (10.1922, -9.1430, -3.6877)
C (2.7888, 11.9280, 7.1581)
Cl (3.0608, 11.7616, 8.8928)
Cl (3.1199, 13.5759, 6.6276)
Cl (3.7667, 10.7711, 6.2571)
H (1.7493, 11.7146, 6.9575)
C (-3.8822, 3.0641, 0.2465)
Cl (-4.8253, 4.3965, 0.9161)
Cl (-3.7329, 1.7920, 1.4612)
Cl (-4.6189, 2.4666, -1.2377)
H (-2.8932, 3.4353, 0.0115)
C (-8.9414, -0.0635, -4.7138)
Cl (-10.1479, -1.3139, -4.4195)
Cl (-9.5417, 1.1322, -5.8614)
Cl (-8.4574, 0.7072, -3.2039)
H (-8.0672, -0.5337, -5.1420)
C (-5.6768, -7.0466, 0.1889)
Cl (-3.9797, -7.3879, -0.1599)
Cl (-5.8575, -5.3990, 0.7676)
Cl (-6.6617, -7.3101, -1.2437)
H (-6.0032, -7.7267, 0.9621)
C (-3.4146, -1.5795, -14.3138)
Cl (-4.9826, -0.8585, -14.6740)
Cl (-3.0513, -2.8872, -15.4402)
Cl (-2.1414, -0.3609, -14.3336)
H (-3.4591, -1.9992, -13.3193)
C (-6.3850, 12.6992, 9.7643)
Cl (-7.0789, 12.3543, 8.1812)
Cl (-5.2736, 11.4190, 10.2563)
Cl (-5.5737, 14.2635, 9.7656)
H (-7.1903, 12.7361, 10.4831)
C (-6.4255, 5.3911, -3.2057)
Cl (-7.1156, 3.8056, -2.8514)
Cl (-4.7397, 5.4927, -2.6834)
Cl (-6.5617, 5.7538, -4.9260)
H (-6.9895, 6.1333, -2.6601)

Properties
Orbital gap, eV: 6.88
Electronic energy, Ha: -33965.24997
Highest occupied orbital energy, hartree: -0.297


Record 3
Molecular formula: H30O15
Method: DFT, ωB97M-V/def2-TZVPD

Geometry (Å):
H (-0.1200, 0.1681, 0.0630)
H (-0.1195, -1.2638, -0.4246)
H (4.5097, -3.5038, 0.4037)
H (3.0704, -4.2331, 0.5432)
H (-2.3280, -2.3615, 3.2353)
H (-1.2178, -2.1289, 2.2722)
H (4.5021, 0.0003, -1.1030)
H (3.0484, 0.3744, -1.4132)
H (2.0625, 0.6941, -2.9765)
H (2.3693, 1.9242, -2.1011)
H (1.2600, -2.1302, 1.5113)
H (2.7674, -2.5266, 1.8374)
H (-2.5897, 3.6197, -1.8616)
H (-1.6053, 4.3601, -0.9719)
H (0.4895, 0.1760, -4.4213)
H (-0.4791, 0.0879, -3.2108)
H (-4.4682, -0.6562, 2.8868)
H (-2.9939, -0.5595, 3.0334)
H (-3.7031, 0.9437, 0.4410)
H (-2.9927, 0.3586, 1.5765)
H (-1.6887, 2.3654, 2.9286)
H (-2.6495, 3.4551, 2.3368)
H (-4.1655, -1.4765, -1.0043)
H (-2.9391, -1.6880, -0.1070)
H (-2.4367, 1.3680, -0.8233)
H (-1.3559, 0.2880, -0.9902)
H (3.1127, 2.4668, 1.9029)
H (4.6626, 2.4647, 1.5865)
H (2.6157, -1.1753, -1.5042)
H (1.1791, -1.4875, -1.7140)
O (0.1685, -0.7300, 0.2638)
O (4.1010, -4.3176, 0.6435)
O (-1.5640, -2.7072, 2.9696)
O (3.9386, 0.4268, -1.7733)
O (1.9462, 1.7204, -2.9561)
O (2.1887, -2.2557, 1.1209)
O (-1.6806, 3.6189, -1.4926)
O (0.3122, -0.1913, -3.5229)
O (-3.8193, -0.5270, 3.5215)
O (-2.9314, 1.1028, 1.0042)
O (-2.5969, 2.7398, 2.9539)
O (-3.5085, -1.0157, -0.5431)
O (-2.0073, 0.8152, -1.4870)
O (3.8367, 2.3234, 1.1950)
O (1.8915, -0.9931, -2.1388)

Properties
ΔE to the lowest compared entry with this formula, charge and spin, kcal/mol: 144.6
Orbital gap, eV: 9.03
Electronic energy, Ha: -1146.40967
Highest occupied orbital energy, hartree: -0.352


Record 4
Molecular formula: C5H6N
Method: DFT, ωB97M-V/def2-TZVPD

Geometry (Å):
C (-0.2150, -0.5960, -0.1106)
C (-1.5283, -0.7763, 0.0593)
C (1.9703, 0.1965, 0.1130)
C (1.0987, -0.8949, -0.0385)
C (-2.3283, 0.4361, -0.1351)
N (-0.9791, 0.4854, 0.4827)
H (2.9365, 0.0685, -0.3917)
H (1.8876, 0.5113, 1.2176)
H (1.3911, -1.8366, -0.4235)
H (-2.5981, 0.6676, -1.0896)
H (-3.1798, 0.6270, 0.6021)
H (1.5444, 1.1114, -0.2857)

Properties
ΔE to the lowest compared entry with this formula, charge and spin, kcal/mol: 165.2
SMILES: C/C=C1C2=[N+]/1C2
Orbital gap (spin up / spin down), eV: 7.24 / 7.36
Electronic energy, Ha: -248.35238
Charge: +1
Highest occupied orbital energy (spin up / spin down), hartree: -0.538 / -0.534